(1)
A 2-piece molecular cluster, CClF4N overall at a distorted geometry. Source: OMol25; level of theory: ωB97M-V with the def2-TZVPD basis set.

```
7
Properties=species:S:1:pos:R:3:forces:R:3:mulliken_charge:R:1
C 1.08301 0.23386 -0.15759 -0.2 1.9 1.5 0.53
N -1.62241 0.24650 0.54485 0.6 2.0 0.5 0.00
F 1.86451 1.35243 -0.14980 -0.7 -1.8 0.0 -0.19
F 0.89836 -0.21043 -1.37140 0.7 -0.6 0.3 -0.15
F 1.43681 -0.63129 0.80835 0.1 0.5 -1.7 -0.16
F -1.40997 -0.85792 1.24524 0.0 -1.5 0.5 -0.08
Cl -2.25030 -0.13315 -0.91965 -0.5 -0.6 -1.1 0.04
```
Positions in Å, forces in eV/Å.

Calculated values
Orbital gap (alpha / beta) in eV: 8.646 / 10.045
Energy relative to the best compared isomer or geometry (same formula, charge and spin) in eV: 2.230

=====

(2)
A 2-piece molecular cluster, CClN3S overall at a distorted geometry. Source: OMol25; level of theory: ωB97M-V with the def2-TZVPD basis set.

```
6
Properties=species:S:1:pos:R:3:forces:R:3:mulliken_charge:R:1
S -1.96404 1.46565 -0.08894 -1.3 0.0 -0.5 -0.18
N -0.42704 1.19139 -0.15130 3.8 -0.2 2.1 -0.10
C 0.71183 1.07385 0.22844 -3.3 0.2 -1.6 0.34
Cl 2.29429 1.10266 -0.11021 0.8 -0.1 -0.1 -0.06
N -0.18937 -2.51345 -0.47373 -0.7 0.6 3.2 0.00
N -0.42567 -2.32010 0.59573 0.7 -0.6 -3.2 0.00
```
Positions in Å, forces in eV/Å.

Calculated values
Orbital gap in eV: 7.982
Structure (SMILES): [S-][N+]#CCl.N#N
Energy relative to the best compared isomer or geometry (same formula, charge and spin) in eV: 0.413

=====

(3)
An isolated ion of composition CClN4O2S and charge -1 at a distorted geometry. Source: OMol25; level of theory: ωB97M-V with the def2-TZVPD basis set.

```
9
Properties=species:S:1:pos:R:3:forces:R:3:mulliken_charge:R:1
C -0.18340 0.19957 -0.24354 1.7 0.2 2.2 0.66
N 0.04746 -0.60362 -1.23818 -1.1 0.2 0.1 -0.29
N -1.36031 0.83119 -0.17510 1.5 -0.5 0.9 -0.30
N -1.15640 -0.51778 -1.88439 -0.1 0.6 0.3 -0.30
N -1.96360 0.33413 -1.24034 0.6 -0.9 -1.1 -0.30
O 1.83093 -0.87406 3.03158 0.3 2.4 -1.6 -0.46
O 0.94550 0.36434 0.89132 0.4 0.6 0.8 -0.44
S 2.04105 0.31815 2.17029 -3.2 -2.8 -1.6 0.66
Cl 3.81355 -0.20067 1.12218 0.1 0.1 -0.1 -0.24
```
Positions in Å, forces in eV/Å.

Calculated values
Net charge: -1
Orbital gap in eV: 8.504
Energy relative to the best compared isomer or geometry (same formula, charge and spin) in eV: 1.406

=====

(4)
One molecule with the formula CClNS at a distorted geometry. Source: OMol25; level of theory: ωB97M-V with the def2-TZVPD basis set.

```
4
Properties=species:S:1:pos:R:3:forces:R:3:mulliken_charge:R:1
N 1.57106 -0.77993 -0.77828 0.8 -0.7 -0.5 -0.30
C 0.85204 -0.08753 -0.22578 -2.8 2.3 1.7 0.26
S -0.39548 1.01860 0.57790 2.0 -1.6 -1.2 0.11
Cl -2.02762 -0.15114 0.42615 0.0 0.0 0.0 -0.08
```
Positions in Å, forces in eV/Å.

Calculated values
Orbital gap in eV: 9.356
Structure (SMILES): N#CSCl
Energy relative to the best compared isomer or geometry (same formula, charge and spin) in eV: 0.000

=====

Which formula does entry 1 have? CClF4N

=====

Which value of energy relative to the best compared isomer or geometry (same formula, charge and spin) does entry 3 give? 1.406 eV

=====

The highest energy relative to the best compared isomer or geometry (same formula, charge and spin) belongs to which entry? CClF4N

=====

Among the records above, which one has the highest energy relative to the best compared isomer or geometry (same formula, charge and spin)? CClF4N